9
Properties=species:S:1:pos:R:3:forces:R:3:mulliken_charge:R:1 method="wB97M-V/def2-TZVPD" e_tot_ha=-192.1480 smiles=CO.O charge=0 homo_energy_ha=-0.383 gap_ha=0.4146 de_lowest_kj_mol=26.8 lumo_energy_ha=0.03117
C 0.73601 -36.37239 30.65432 0.0394 0.9362 -0.2406 -0.503
O -0.10513 -37.48390 30.43514 0.0571 -0.1228 0.1774 -0.491
H 1.63512 -36.46681 30.04540 -0.0415 -0.1800 0.0725 0.218
H 0.25498 -35.43643 30.37027 -0.1275 0.0654 -0.3823 0.228
H 1.02594 -36.17281 31.68593 0.0383 -0.6536 0.3111 0.244
H -1.01851 -37.19814 30.51043 0.0355 -0.0439 0.0613 0.305
O 0.45205 -29.78525 29.20429 0.2143 -0.0279 0.0510 -0.638
H 0.04364 -29.73049 28.34032 -0.0589 0.0150 -0.2451 0.319
H -0.28121 -29.75405 29.81877 -0.1566 0.0117 0.1946 0.318


11
Properties=species:S:1:pos:R:3:forces:R:3:mulliken_charge:R:1 method="wB97M-V/def2-TZVPD" e_tot_ha=-771.0750 charge=0 homo_energy_ha=-0.316 gap_ha=0.2818 de_lowest_kj_mol=422.5 lumo_energy_ha=-0.03404
C -0.77978 -1.67654 0.21382 -0.4374 -0.7050 0.8755 0.283
O 0.07729 -2.49539 0.10264 0.1198 -0.0329 -0.0874 -0.427
O -0.83944 -0.56743 -0.49172 0.6936 -0.0243 -0.6644 -0.219
Si 3.70923 0.39757 -0.30771 0.2601 -0.4208 -0.8016 0.131
Si -1.70461 0.82751 -0.37700 -0.0706 -0.0122 0.0135 0.379
H -1.62373 -1.77690 0.92963 0.1698 -0.0383 -0.1111 0.276
H 3.57742 0.00576 1.12032 -0.1253 0.1031 0.5075 -0.061
H 3.30321 1.82567 -0.12187 -0.1633 0.2878 0.2857 -0.070
H -2.84498 0.60360 0.50763 -0.2820 0.0443 0.1805 -0.121
H -2.09873 1.05613 -1.75566 -0.1944 0.3786 -0.2366 -0.083
H -0.77589 1.80001 0.17992 0.0299 0.4196 0.0384 -0.089


11
Properties=species:S:1:pos:R:3:forces:R:3:mulliken_charge:R:1 method="wB97M-V/def2-TZVPD" e_tot_ha=-556.7614 charge=0 homo_energy_ha=-0.304 gap_ha=0.2912 de_lowest_kj_mol=817.0 lumo_energy_ha=-0.01299
C 0.88181 1.91604 0.56636 -0.1806 -0.6225 0.0916 -0.917
O -0.38101 -2.31861 -1.45152 0.3505 -0.3138 0.8077 -0.221
O 0.27178 -1.01817 0.67787 0.1030 -0.4246 -0.1369 -0.549
O -1.49288 -1.48753 -1.90075 -0.5896 0.7758 -0.2559 -0.621
Si -0.19678 0.41068 0.91669 0.6753 0.8738 -0.6898 0.593
H 0.41675 2.58127 -0.15745 -0.2267 0.0225 -0.0664 0.308
H 1.06771 2.49883 1.46662 -0.1136 0.0134 0.1740 0.306
H 1.84582 1.61215 0.16294 -0.0121 -0.1489 -0.0086 0.299
H -0.85207 -3.12067 -1.15282 0.3995 0.3326 0.0078 0.398
H -0.06873 -1.80039 -0.61299 -0.0371 -0.5579 -0.1368 0.451
H -1.49242 0.72639 1.48504 -0.3686 0.0498 0.2132 -0.047